Density functional theory data (the ωB97M-V functional and the def2-TZVPD basis) for a structure of composition C11H16MoO5P in a non-equilibrium geometry.

```
34
Properties=species:S:1:pos:R:3:forces:R:3
Mo 1.061870 0.393061 -2.564479 -1.2543 -0.7058 0.8619
P 0.141007 0.148038 0.219866 -2.6270 0.1494 3.4319
O -1.261009 1.707689 -4.473041 4.6255 -0.8684 1.7943
O -2.087242 -4.581552 -1.547292 1.5524 3.2413 -0.7647
O 2.739339 -1.998098 -0.865379 -2.7273 3.3127 -2.4106
O 2.040260 -1.604485 -4.824089 -2.7522 4.5196 5.3542
O 2.819996 2.942137 -1.618099 -3.3515 -5.1681 -2.1728
C 1.172371 1.487180 2.584698 -1.0117 0.0863 1.2782
C 1.483494 0.931448 1.198360 1.7433 -0.4310 -1.0470
C 2.215741 2.004674 -1.988142 3.8678 5.3753 2.2434
C -1.593235 -3.569834 -1.773275 -1.4674 -3.1318 0.7488
C -0.888258 -1.172742 2.574450 -0.0285 0.7758 0.9337
C -0.320912 -1.380133 1.165327 0.5501 -1.1033 -0.7495
C 1.635542 -0.862682 -3.991852 4.0323 -5.5744 -7.8777
C -1.326730 1.195411 0.412316 0.1055 0.0907 -1.0019
C 2.133941 -1.186811 -1.422343 3.4180 -2.8458 2.3768
C -2.586835 0.534845 -0.113934 -0.6028 -0.3322 0.0115
C -0.247446 1.461809 -3.976468 -4.8807 1.2447 -1.6500
H -2.817917 -0.416587 0.393827 0.1749 0.3755 -0.1556
H 2.006705 1.668930 0.591377 -0.1199 0.1475 -0.0087
H 0.214513 2.030840 2.693179 0.5425 -0.2521 -0.2029
H -1.658815 -0.389883 2.669248 0.2472 -0.3573 -0.1862
H -2.523548 0.331569 -1.189836 -0.1082 0.0533 0.0641
H 2.201352 0.115447 1.341550 0.1312 0.0419 -0.1532
H -0.964185 -2.038732 0.567650 0.0309 0.3953 -0.1026
H 1.960917 2.194021 2.889212 -0.1242 -0.2522 -0.4454
H -0.078404 -0.923231 3.277165 -0.3920 -0.0896 -0.2799
H -1.107844 2.138656 -0.087387 -0.1965 0.3068 0.0563
H 0.022328 -0.400719 -1.262620 -0.1072 0.6198 1.2898
H -1.340146 -2.100584 2.966384 0.2181 0.1964 -0.5654
H -3.451501 1.190737 0.057776 0.2764 -0.1204 -0.1476
H 0.619380 -1.926158 1.275755 0.0736 -0.1480 -0.0908
H 1.184605 0.678051 3.338431 -0.0580 0.4742 -0.4686
H -1.399319 1.397678 1.481676 0.2198 -0.0260 0.0363
```
Positions in Å, forces in eV/Å.

Values from the calculation:
* orbital gap (spin up / spin down): 6.48 / 6.46 eV
* energy: -1213.18555 Eh
* total charge: +3
* 2S+1: 3

Atom-resolved charges from Mulliken, all expressed in e:
1. Mo -0.3898
2. P 0.5768
3. O -0.0133
4. O -0.1213
5. O -0.0367
6. O -0.0329
7. O -0.0726
8. C -1.1915
9. C -0.3494
10. C 0.4481
11. C 0.1464
12. C -1.1418
13. C -0.4118
14. C 0.5621
15. C -0.4853
16. C 0.3794
17. C -1.2833
18. C 0.4850
19. H 0.2982
20. H 0.1697
21. H 0.3178
22. H 0.3182
23. H 0.3365
24. H 0.4834
25. H 0.1891
26. H 0.4148
27. H 0.2601
28. H 0.5011
29. H 0.5638
30. H 0.3823
31. H 0.4068
32. H 0.5735
33. H 0.3076
34. H 0.4091


Density functional theory data (the ωB97M-V functional and the def2-TZVPD basis) for an isolated molecule of C11H16N2O3S2.

```
34
Properties=species:S:1:pos:R:3:forces:R:3
S 0.381774 4.185249 -0.465563 0.4485 -0.1128 0.3807
S -2.023851 -2.546608 -0.378995 -0.0760 0.2163 0.4035
O 2.674653 1.185331 -0.998235 0.1023 -0.0715 0.1026
O -1.761178 -3.462118 -1.447891 0.3008 -0.1534 0.0094
O -3.341447 -2.001750 -0.227619 0.0076 0.0976 0.2388
N -1.000360 -1.265883 -0.574104 -0.5693 -0.7299 0.0514
N 0.434095 1.025443 -1.239003 -0.0440 0.0104 -0.2217
C 1.914792 4.524628 1.557984 -0.0821 0.1824 0.0142
C 0.301166 -1.411206 -1.171953 0.4364 -0.1118 -0.4025
C 2.175279 3.220167 1.090708 -0.1971 -0.2990 -0.2516
C 1.560487 1.620513 -0.761280 0.2217 -0.0438 -0.1298
C -0.886027 1.154346 -0.666154 -0.3142 -0.1899 0.4383
C -1.590536 -3.347769 1.203028 -0.1203 0.3217 -0.8794
C 1.410964 2.871084 0.014006 -0.1133 0.6213 0.1127
C 0.977702 5.165066 0.812958 -0.1819 -0.1523 -0.3075
C -0.255613 -4.044230 1.091655 0.1017 -0.0641 -0.0325
C -1.185857 -0.074826 0.206938 -0.3047 0.5078 0.1985
C 0.581358 -0.178231 -2.035522 0.2415 -0.3132 -0.0383
H -0.247708 -4.651030 0.189429 0.1072 -0.1136 0.0046
H -0.514925 -0.067074 1.081623 -0.0604 0.0297 -0.0542
H -2.224479 -0.064300 0.537214 0.0711 0.1912 0.0943
H -1.611888 -2.565924 1.956500 -0.0784 0.0983 0.0982
H -1.615347 1.201461 -1.479807 -0.0208 0.0364 0.0654
H 2.895000 2.552863 1.529079 0.1527 -0.1445 0.0068
H 0.280611 -2.317569 -1.775267 0.2002 0.0594 -0.0348
H 0.556781 -3.324671 1.032482 0.1261 0.0192 0.0054
H 1.601286 -0.206466 -2.420888 -0.1724 -0.0349 0.0057
H -0.961380 2.057343 -0.063535 -0.0367 -0.1464 -0.0689
H -0.081403 -4.688931 1.950817 0.0102 0.0069 0.0464
H 1.085408 -1.490033 -0.404420 -0.0383 -0.0070 -0.0801
H 0.597174 6.160340 0.928909 -0.0438 0.2250 0.0651
H 2.410243 4.966470 2.403439 0.0610 0.1066 0.1364
H -2.402287 -4.046769 1.383559 -0.1491 -0.0038 0.0133
H -0.134488 -0.134919 -2.860094 0.0141 -0.0382 0.0096
```
Positions in Å, forces in eV/Å.

Values from the calculation:
* orbital gap: 9.71 eV
* SMILES: CCS(=O)(=O)N1CCN(C(=O)c2cccs2)CC1
* energy: -1560.36413 Eh
* total charge: 0

Atom-resolved charges from Mulliken, all expressed in e:
1. S -0.0528
2. S 1.2035
3. O -0.6204
4. O -0.6644
5. O -0.7027
6. N 0.0956
7. N 0.0920
8. C -0.4137
9. C -0.4764
10. C -0.7381
11. C 0.8183
12. C -0.8633
13. C -0.5463
14. C 0.2543
15. C -0.4673
16. C -1.0527
17. C -0.7149
18. C -1.2733
19. H 0.3089
20. H 0.2830
21. H 0.5156
22. H 0.3346
23. H 0.2066
24. H 0.4498
25. H 0.5321
26. H 0.2253
27. H 0.5153
28. H 0.5190
29. H 0.3858
30. H 0.2202
31. H 0.4409
32. H 0.4169
33. H 0.4453
34. H 0.3234


Density functional theory data (the ωB97M-V functional and the def2-TZVPD basis) for a structure of composition C11H16N2O5Tb in a non-equilibrium geometry.

```
35
Properties=species:S:1:pos:R:3:forces:R:3
Tb -0.407604 0.433958 0.806684 -0.8141 -6.6478 -1.4044
O -3.642184 1.718859 0.209930 5.6287 -1.8224 0.6992
O 2.926362 1.605708 0.574622 -5.6213 -2.2021 0.7349
O -0.781837 -1.435106 1.911534 0.5703 1.9997 -1.1445
O 0.287015 2.781620 3.135386 -2.3384 -3.5165 -4.8917
O 0.400568 3.129398 -1.786442 -2.7102 -4.8964 6.1345
N -1.810106 -2.453215 3.684143 0.8301 0.5450 -0.7808
N 0.563804 -2.356300 3.512781 -0.3416 0.6623 -0.9869
C 0.023369 2.416033 -0.912999 2.6806 5.2910 -6.6235
C 1.846408 1.193964 0.708454 7.8094 2.7265 -0.7902
C -3.070673 -2.264313 2.960267 -0.6087 0.3125 -0.4234
C 1.693092 -2.115249 2.586407 -0.5996 -0.5198 0.3152
C 0.045026 -1.532118 -3.768211 0.0273 -0.0626 0.1822
C -0.687246 -2.091922 3.043696 -0.2815 -0.9798 1.5617
C 0.140702 -2.672476 -3.071402 -0.0934 0.1648 0.6230
C -1.888386 -3.152288 4.981560 0.1168 -0.5978 0.8402
C -0.105071 2.120552 2.257333 2.8628 6.3970 7.5794
C 0.865381 -2.178434 4.933662 0.1976 -0.1191 0.8831
C -2.550770 1.354276 0.357055 -7.6804 2.6244 -1.0424
H 1.905872 -1.850724 4.994038 -0.2188 -0.0697 0.1860
H -0.744666 -3.238645 -2.754340 0.3435 0.2607 -0.1996
H -3.826176 -1.734088 3.570069 0.4616 -0.4160 -0.1471
H 0.960394 -1.049951 -4.153726 -0.7407 -0.0769 0.2027
H 1.107262 -3.076424 -2.767720 -0.1964 -0.0550 -0.3326
H 0.233895 -1.401222 5.388643 0.2176 -0.2374 -0.1781
H -2.921497 -3.499424 5.139987 0.4202 0.2241 -0.3004
H -1.239764 -4.044163 5.017273 -0.2570 0.3933 -0.2680
H -3.471787 -3.235703 2.607069 0.2213 0.4738 0.3950
H -1.626882 -2.512512 5.849993 -0.2181 -0.2018 -0.7482
H -2.835800 -1.660271 2.074052 -0.5615 -0.3482 0.3896
H 1.574968 -2.751895 1.684623 0.2817 0.4446 0.5542
H 1.699959 -1.033663 2.285965 0.3452 -0.3046 0.1361
H 2.613130 -2.368327 3.151040 -0.4776 0.2503 -0.7283
H 0.760948 -3.110079 5.506303 0.1123 0.3441 -0.2142
H -0.954407 -1.148755 -4.017127 0.6325 -0.0404 -0.2126
```
Positions in Å, forces in eV/Å.

Values from the calculation:
* orbital gap (spin up / spin down): 3.55 / 3.85 eV
* energy: -1737.71559 Eh
* total charge: +3
* 2S+1: 7

Atom-resolved charges from Mulliken, all expressed in e:
1. Tb 1.2912
2. O 0.0478
3. O 0.0036
4. O -0.6753
5. O 0.0039
6. O -0.0354
7. N 0.1991
8. N 0.1195
9. C 0.3236
10. C 0.1513
11. C -0.9317
12. C -1.1185
13. C -0.5627
14. C 0.6691
15. C -0.5313
16. C -0.9893
17. C 0.4693
18. C -1.0971
19. C 0.1324
20. H 0.4079
21. H 0.2928
22. H 0.3821
23. H 0.2848
24. H 0.2967
25. H 0.4133
26. H 0.3819
27. H 0.3955
28. H 0.3966
29. H 0.3436
30. H 0.1713
31. H 0.3365
32. H 0.3131
33. H 0.4890
34. H 0.3151
35. H 0.3103


Density functional theory data (the ωB97M-V functional and the def2-TZVPD basis) for an isolated molecule of C11H16N2OS in a non-equilibrium geometry.

```
31
Properties=species:S:1:pos:R:3:forces:R:3
S -0.907168 -0.142837 0.601509 0.1024 0.2016 -1.8522
O -5.366264 -0.770865 0.650466 2.9213 0.3369 -1.7531
N -3.338442 0.016644 -0.410995 -1.0575 1.1596 -0.1666
N 0.294304 -0.943185 -0.663363 0.6736 -0.7328 0.5394
C -2.175426 2.107424 -0.329023 -1.0832 -3.6733 -0.8149
C 2.510303 -0.126307 -0.132190 0.2572 -0.8628 0.5777
C -3.277656 -1.970446 0.036523 1.4080 1.1312 -1.8849
C 1.265786 0.021135 -1.022551 1.7965 -0.0413 -2.8487
C -0.356046 2.575352 1.087780 0.2410 2.9946 2.0284
C -4.231289 -0.846611 0.132723 -3.8992 -0.0260 2.0184
C -3.290763 1.384957 -0.611856 0.7330 1.7443 0.2807
C 1.071294 -2.050321 -0.011340 -2.5503 -0.1551 0.6853
C -2.268186 -0.912833 -0.521758 -1.0039 1.2446 2.4966
C -0.984061 1.562141 0.250191 -0.4706 -2.6063 -0.4735
C 2.170042 -1.415241 0.783989 3.1961 0.5822 -3.6638
H -3.032184 -2.393723 0.916754 0.7649 -1.4933 3.0617
H 1.578290 -0.128712 -2.237918 -0.9654 0.6792 3.2356
H 3.163493 -1.979577 0.828873 -1.7179 0.4064 0.5495
H -2.035779 -1.100690 -1.522377 1.6565 -0.0011 -1.2643
H -1.193499 3.089275 1.616646 0.4683 -0.4937 0.5327
H -4.196731 1.904965 -0.816180 -0.6467 -0.0704 -0.3757
H -2.190027 3.130203 -0.461813 -0.1633 2.0170 -0.3018
H 0.863400 0.992780 -0.826564 -0.5345 0.9664 -0.7538
H 3.333726 -0.373233 -0.773544 0.6309 -0.1874 -0.2407
H -3.416327 -2.704640 -0.703869 -0.6220 -0.9970 -0.8424
H 2.856752 0.781992 0.431737 -0.7775 -0.7980 -0.3134
H 1.825635 -1.009794 1.648122 -0.7876 0.5246 3.0212
H 0.391028 2.323684 1.852290 -0.1582 -0.3356 -0.4120
H 1.420519 -2.699370 -0.803705 0.1332 -0.2253 -0.1540
H 0.289745 -2.612093 0.603160 1.2258 0.3160 -0.5695
H 0.004473 3.538930 0.596367 0.2291 -1.6053 -0.3420
```
Positions in Å, forces in eV/Å.

Values from the calculation:
* orbital gap (spin up / spin down): 7.06 / 7.05 eV
* energy: -1011.47830 Eh
* total charge: 0

Atom-resolved charges from Mulliken, all expressed in e:
1. S -0.1086
2. O -0.6779
3. N 0.0694
4. N -0.1919
5. C -0.9174
6. C -0.6184
7. C -0.7459
8. C -0.5534
9. C -1.5950
10. C 0.4319
11. C -0.4997
12. C -0.6150
13. C 0.0690
14. C 1.0049
15. C -0.5992
16. H 0.3594
17. H 0.3104
18. H 0.3242
19. H 0.4119
20. H 0.4655
21. H 0.4059
22. H 0.4915
23. H 0.2223
24. H 0.3180
25. H 0.3274
26. H 0.3097
27. H 0.3259
28. H 0.3090
29. H 0.4133
30. H 0.2444
31. H 0.3083